[1]
Molecular formula: C4H6N2O
Method: DFT, wB97M-V/def2-TZVPD

```
13
Properties=species:S:1:pos:R:3:forces:R:3
N -2.2744 0.5616 -0.3584 -0.1 -0.1 0.3
C -0.9218 0.2128 -0.1347 0.0 0.2 0.2
C -0.4031 -1.0784 -0.3228 0.2 0.0 0.0
N 0.9095 -1.0965 -0.0997 -0.2 0.1 -0.1
C 1.3024 0.3025 0.0621 0.0 0.1 -0.1
O 2.4287 0.4365 0.8661 -0.2 0.2 0.1
C 0.0737 1.0968 0.2908 -0.1 -0.3 -0.1
H -2.9242 -0.0714 0.0977 0.1 0.1 -0.1
H -2.4185 1.4994 0.0036 0.0 -0.1 -0.1
H -0.9266 -1.9854 -0.6191 0.1 0.1 0.0
H 1.5300 -1.8777 -0.2492 -0.1 0.1 0.0
H 2.2513 1.2165 1.4111 0.1 -0.2 0.0
H 1.4663 0.7034 -0.9645 0.3 -0.3 0.0
```
Positions in Å, forces in eV/Å.

The total energy comes out at -340.65977 a.u. The value obtained for the HOMO energy is -8.15 eV. For the orbital gap, the calculation gives 8.27 eV. As for the relative energy (zero: lowest compared OMol25 entry of this formula, charge and spin): 3.6774 eV. The value obtained for the lowest unoccupied orbital energy is 0.128 eV. As for the multiplicity: 1.



[2]
Molecular formula: C10H14Cl2Si
Method: DFT, wB97M-V/def2-TZVPD

```
27
Properties=species:S:1:pos:R:3:forces:R:3
C -3.4380 -2.0701 -0.3313 -0.3 2.5 -0.4
C -2.4389 -2.0657 0.7412 1.3 1.2 -0.7
C -3.9140 -0.8828 -0.8197 2.8 -0.3 2.1
C -1.7092 -0.9550 1.0718 -0.3 -0.7 -1.6
C -3.1929 0.4552 -0.3519 -3.1 -1.8 -1.5
C -1.8308 0.2324 0.2177 -0.5 0.5 0.5
C 1.5577 0.3063 1.9368 0.6 -0.4 -3.6
C 1.9543 2.4684 -0.3966 0.6 2.0 2.0
C 1.7298 -0.5382 -1.0655 -0.2 -0.4 1.7
C -0.7930 1.0342 -0.1233 -0.7 -0.1 -0.3
Si 1.0938 0.8586 0.1209 0.9 -1.2 0.1
Cl -4.5570 0.9786 0.9169 1.4 0.4 -0.7
Cl -1.2331 2.3695 -1.2090 0.7 0.2 0.1
H -3.8337 -2.9413 -0.7961 -0.3 -0.9 0.4
H -2.0556 -2.9907 1.1042 -0.3 -0.7 0.6
H -4.8216 -0.8356 -1.3764 -0.2 0.3 -0.7
H -0.8295 -0.9773 1.6949 -0.2 -0.4 0.3
H -3.2397 1.1165 -1.2616 0.0 -0.3 1.6
H 2.4865 -0.2596 1.8848 -0.1 -0.1 0.1
H 1.7277 1.2203 2.3453 0.8 2.7 1.7
H 0.8259 -0.1518 2.5017 -1.5 -1.2 1.0
H 2.8738 2.6371 0.3072 -1.2 -0.7 -1.5
H 2.2637 2.4988 -1.4592 -0.1 -0.1 0.7
H 1.3950 3.4562 -0.1392 0.5 -1.8 -0.7
H 1.5687 -0.2303 -2.0628 0.0 0.3 -1.3
H 2.7532 -0.9552 -0.9259 -0.5 0.9 0.0
H 1.1097 -1.4224 -0.9017 -0.3 0.0 0.0
```
Positions in Å, forces in eV/Å.

The total energy comes out at -1599.25791 a.u. The value obtained for the HOMO energy is -8.30 eV. For the orbital gap, the calculation gives 7.84 eV. As for the SMILES: C[Si](C)(C)/C(Cl)=C1\C=CC=C[C@H]1Cl. As for the relative energy (zero: lowest compared OMol25 entry of this formula, charge and spin): 4.9600 eV. The value obtained for the lowest unoccupied orbital energy is -0.460 eV. As for the multiplicity: 1.



[3]
Molecular formula: C21H14F4N5O4PdSe2
Method: DFT, wB97M-V/def2-TZVPD

```
51
Properties=species:S:1:pos:R:3:forces:R:3
Pd 1.2522 0.7132 0.4456 0.9 -0.2 0.1
O 2.2813 1.7761 -1.8258 0.3 0.3 -0.1
C 2.0525 1.1833 -3.0823 -0.2 -0.1 -0.4
C 0.5987 0.6642 -3.1422 0.2 0.1 0.0
C 0.1831 0.4707 -4.6223 -0.1 0.4 0.4
O 0.9439 -0.4793 -5.3239 0.4 -0.4 -0.3
C -0.3301 1.7333 -2.5515 0.1 0.0 0.4
Se -0.6156 1.6908 -0.5927 -1.0 0.1 -0.4
C 0.4467 -0.7029 -2.4662 0.2 -0.5 0.1
Se 1.6774 -1.0752 -0.9521 -1.1 0.2 -0.8
H 3.1796 2.1140 -1.7555 0.0 0.0 0.0
H 2.7490 0.3473 -3.2480 0.0 0.0 -0.1
H 2.2022 1.9359 -3.8716 -0.1 -0.1 -0.1
H 0.2062 1.4430 -5.1385 -0.1 -0.1 0.1
H -0.8405 0.0857 -4.6500 0.1 0.2 0.0
H 1.8790 -0.2533 -5.2804 -0.1 0.1 0.0
H -1.3294 1.6515 -2.9881 0.1 -0.1 0.0
H 0.0645 2.7267 -2.7726 0.0 -0.1 -0.1
H 0.6559 -1.4905 -3.1946 0.0 0.1 0.1
H -0.5756 -0.8294 -2.1046 0.1 0.0 0.1
F -0.6856 -0.9069 1.4660 -1.3 -0.3 0.5
C -2.0068 -0.9300 1.8048 0.4 -0.5 -0.5
C -2.7408 -2.0070 1.3771 0.4 0.3 0.1
F -2.1146 -2.9637 0.6711 -0.2 0.3 0.2
C -4.1258 -2.1493 1.6545 -0.1 -0.2 0.0
C -4.6788 -1.1051 2.4387 0.0 0.4 0.2
C -3.9436 -0.0206 2.8422 -0.4 -0.2 0.0
F -4.5636 0.9259 3.5683 0.1 -0.3 -0.2
C -2.5709 0.1438 2.5372 0.1 0.1 0.1
C -1.8340 1.2926 2.9301 -0.5 -0.8 -0.3
C -0.4854 1.3961 2.6501 1.3 0.1 -0.2
N 0.6518 1.4659 2.4150 -0.6 0.1 0.1
C -2.3936 2.4167 3.5499 -0.3 0.5 0.3
N -2.7819 3.3715 4.0605 -0.1 0.3 0.2
F -5.9754 -1.1663 2.7970 0.5 0.1 -0.1
C -4.8975 -3.2368 1.1941 0.5 0.6 0.3
C -6.2479 -3.4241 1.5150 -0.8 0.0 0.3
N -7.3552 -3.6469 1.7416 -0.1 -0.1 0.0
C -4.4184 -4.2435 0.3483 0.4 -0.5 -0.5
N -4.1222 -5.1043 -0.3574 0.1 -0.1 -0.1
O 3.1056 2.6296 1.1830 0.4 0.0 0.2
C 3.6631 1.5749 1.4365 0.6 0.6 0.0
C 5.0942 1.3907 1.9382 0.0 0.0 0.1
C 5.3160 -0.1148 1.8124 0.0 -0.1 0.0
C 3.9850 -0.6421 1.2554 0.6 -0.1 0.1
O 3.7739 -1.7701 0.8568 0.2 -0.3 0.2
N 3.0971 0.3683 1.2238 -0.6 0.0 0.1
H 5.1584 1.7471 2.9672 0.0 0.0 0.0
H 5.7813 1.9855 1.3349 -0.1 0.0 0.0
H 5.5063 -0.6016 2.7692 0.0 0.0 0.0
H 6.1284 -0.3808 1.1361 0.0 0.0 0.0
```
Positions in Å, forces in eV/Å.

The total energy comes out at -6713.59408 a.u. The value obtained for the HOMO energy (alpha / beta) is -5.07 / -5.29 eV. For the orbital gap (alpha / beta), the calculation gives 6.89 / 5.15 eV. As for the charge: -1. As for the relative energy (zero: lowest compared OMol25 entry of this formula, charge and spin): 1.8394 eV. The value obtained for the lowest unoccupied orbital energy (alpha / beta) is 1.820 / -0.134 eV. As for the multiplicity: 3.



[4]
Molecular formula: H3O4PSi
Method: DFT, wB97M-V/def2-TZVPD

```
9
Properties=species:S:1:pos:R:3:forces:R:3
O 1.6166 -0.4806 1.3935 0.1 0.2 0.3
O 1.7747 1.7453 0.0340 0.2 0.3 0.1
O 1.3755 -0.5147 -1.1170 -0.2 -0.5 -0.7
O -1.2644 -1.3506 0.2135 -2.4 -1.1 0.2
Si -1.0364 0.2495 0.0097 0.7 2.4 -0.4
P 1.2753 0.3246 0.1458 0.0 0.2 0.8
H -0.3658 -1.4950 0.0122 2.5 -1.9 -0.4
H -2.2327 0.8043 0.7448 -0.1 0.3 0.0
H -1.1427 0.7173 -1.4365 -0.8 -0.1 0.1
```
Positions in Å, forces in eV/Å.

The total energy comes out at -933.68106 a.u. The value obtained for the HOMO energy is 0.92 eV. For the orbital gap, the calculation gives 5.93 eV. As for the charge: -2. As for the relative energy (zero: lowest compared OMol25 entry of this formula, charge and spin): 0.5972 eV. The value obtained for the lowest unoccupied orbital energy is 6.849 eV. As for the multiplicity: 1.



[5]
Molecular formula: C2H6BF
Method: DFT, wB97M-V/def2-TZVPD

```
10
Properties=species:S:1:pos:R:3:forces:R:3
B -0.3150 -0.3170 -0.3013 1.7 -2.1 1.8
C -0.6238 1.1029 -0.1674 -1.3 4.8 -1.0
C 1.2030 -0.7017 -0.2542 2.1 -1.1 -3.2
F 2.0175 0.4203 0.0094 0.0 -0.4 0.2
H -0.0524 1.4840 0.6533 1.4 0.1 0.5
H -1.0724 -1.1260 -0.0245 -1.0 -1.2 -0.5
H -1.5990 1.4491 0.2698 0.2 -0.7 -1.4
H -0.2705 1.7985 -1.0594 -0.9 -1.3 1.7
H 1.3514 -0.8407 -1.4561 -0.4 0.1 1.9
H 1.8091 -1.6510 0.0765 -1.8 1.8 0.0
```
Positions in Å, forces in eV/Å.

The total energy comes out at -204.44565 a.u. The value obtained for the HOMO energy is -10.76 eV. For the orbital gap, the calculation gives 11.45 eV. As for the SMILES: CBCF. As for the relative energy (zero: lowest compared OMol25 entry of this formula, charge and spin): 0.7336 eV. The value obtained for the lowest unoccupied orbital energy is 0.692 eV. As for the multiplicity: 1.



[6]
Molecular formula: C4H7NO2
Method: DFT, wB97M-V/def2-TZVPD

```
14
Properties=species:S:1:pos:R:3:forces:R:3
O 2.4404 0.6083 -1.7364 -1.6 -0.3 0.6
C 2.1784 0.4869 -0.5493 3.6 0.2 -1.2
N 1.1613 -0.1976 0.0309 -2.8 -1.9 -1.0
C 0.0962 0.1079 0.9322 -1.9 -0.2 3.6
C -1.4907 -0.7044 0.5468 1.6 0.6 -1.3
C -1.4122 0.1400 -0.6180 -1.9 0.1 -4.5
O -1.1940 -0.1962 -1.7881 0.3 -0.2 1.7
H 3.1176 0.6256 0.0351 -1.0 0.7 1.1
H 0.6173 -0.7261 -0.6552 1.1 0.1 -1.0
H 0.1704 -0.4427 1.8973 0.6 1.1 -0.3
H -0.1911 1.2119 1.0461 0.7 -1.7 0.1
H -1.5325 -1.8176 0.2700 0.6 1.7 0.8
H -2.3573 -0.3116 1.1004 0.9 -0.4 0.8
H -1.6038 1.2155 -0.5118 -0.1 0.2 0.7
```
Positions in Å, forces in eV/Å.

The total energy comes out at -361.73434 a.u. The value obtained for the HOMO energy is -9.84 eV. For the orbital gap, the calculation gives 10.45 eV. As for the SMILES: O=CCCNC=O. As for the relative energy (zero: lowest compared OMol25 entry of this formula, charge and spin): 3.9870 eV. The value obtained for the lowest unoccupied orbital energy is 0.610 eV. As for the multiplicity: 1.